Entry from OMol25: an isolated molecule of C5H6O (ωB97M-V/def2-TZVPD).

Computed properties:
Energy relative to the best compared isomer or geometry (same formula, charge and spin) ... 63.5 kcal per mole
Charge ... 0
Gap between HOMO and LUMO ... 10.53 eV
SMILES string ... C#CC1(O)CC1
Spin multiplicity ... 1

Element x y z (Å)
C  -1.3655  -2.2043  -0.2450
C  -0.7317  -1.1806  -0.1876
C  0.0521  0.0341  -0.2777
O  0.6309  0.2187  -1.5521
C  -0.3531  1.3102  0.4139
C  0.9351  0.6331  0.7837
H  -1.9420  -3.1012  -0.2987
H  1.3544  -0.4254  -1.6101
H  -0.3336  2.2350  -0.1548
H  -1.1693  1.2444  1.1312
H  1.7892  0.9860  0.2163
H  1.1338  0.2500  1.7810

Entry from OMol25: an isolated molecule of C5H6O (ωB97M-V/def2-TZVPD).

Computed properties:
Energy relative to the best compared isomer or geometry (same formula, charge and spin) ... 63.6 kcal per mole
Charge ... 0
Gap between HOMO and LUMO ... 11.02 eV
SMILES string ... C#C[C@@H]1O[C@@H]1C
Spin multiplicity ... 1

Element x y z (Å)
C  -2.5655  -0.2219  0.0240
C  -1.5264  0.3684  0.1796
C  -0.2657  1.0719  0.3420
O  0.4095  1.3808  -0.8751
C  1.0368  0.4730  0.0137
C  1.1562  -0.9924  -0.2736
H  -3.4915  -0.7428  -0.1066
H  -0.2138  1.8055  1.1396
H  1.8939  0.9350  0.5094
H  0.1702  -1.4219  -0.4719
H  1.5699  -1.4613  0.6285
H  1.8265  -1.1943  -1.1096

Entry from OMol25: an isolated molecule of C5H6O at a distorted geometry (ωB97M-V/def2-TZVPD).

Computed properties:
Energy relative to the best compared isomer or geometry (same formula, charge and spin) ... 102.7 kcal per mole
Charge ... 0
Gap between HOMO and LUMO ... 9.46 eV
SMILES string ... C#CCCC=O
Spin multiplicity ... 1

Element x y z (Å)
C  -1.4653  -2.3457  -0.6501
C  -0.6880  -1.4281  -0.6047
C  0.2390  -0.3038  -0.5258
C  -0.1983  0.7926  0.4111
C  1.3243  1.6839  0.7837
O  2.3586  1.0925  0.8813
H  -2.1552  -3.1576  -0.6888
H  0.4045  0.1113  -1.5295
H  1.2158  -0.6506  -0.1663
H  -1.0627  1.3764  -0.0081
H  -0.5293  0.4245  1.3904
H  0.5566  2.4046  0.7069

Entry from OMol25: an isolated molecule of C5H6O at a distorted geometry (ωB97M-V/def2-TZVPD).

Computed properties:
Energy relative to the best compared isomer or geometry (same formula, charge and spin) ... 88.3 kcal per mole
Charge ... 0
Gap between HOMO and LUMO ... 10.52 eV
SMILES string ... C#CC1(O)CC1
Spin multiplicity ... 1

Element x y z (Å)
C  2.3197  0.2009  -0.9095
C  1.2351  -0.0130  -0.4436
C  -0.0516  -0.2510  0.1510
O  0.0173  -1.0853  1.4651
C  -0.9276  0.8796  0.4601
C  -1.2208  -0.4469  -0.6900
H  3.2512  0.3962  -1.3641
H  0.8344  -0.9016  1.9489
H  -0.5976  1.8855  0.2391
H  -1.7006  0.7957  1.2077
H  -2.0686  -0.9918  -0.3038
H  -1.0908  -0.4682  -1.7609

Entry from OMol25: an isolated molecule of C5H6O (ωB97M-V/def2-TZVPD).

Computed properties:
Energy relative to the best compared isomer or geometry (same formula, charge and spin) ... 89.1 kcal per mole
Charge ... 0
Gap between HOMO and LUMO ... 8.25 eV
Spin multiplicity ... 1

Element x y z (Å)
C  0.0156  0.9743  0.5612
C  -1.2649  0.2707  0.2154
C  -1.0428  -0.9763  -0.2475
O  1.3723  0.0121  -1.2748
C  1.0561  -0.0612  0.1282
C  0.3560  -1.3687  -0.1488
H  0.0874  1.1513  1.6431
H  0.1007  1.9497  0.0695
H  -2.2441  0.7332  0.3260
H  -1.8112  -1.6444  -0.6237
H  1.9698  -0.0620  0.7305
H  1.5285  -0.9510  -1.4643

Entry from OMol25: an isolated molecule of C5H6O (ωB97M-V/def2-TZVPD).

Computed properties:
Energy relative to the best compared isomer or geometry (same formula, charge and spin) ... 61.1 kcal per mole
Charge ... 0
Gap between HOMO and LUMO ... 11.04 eV
SMILES string ... C#C[C@@H]1O[C@@H]1C
Spin multiplicity ... 1

Element x y z (Å)
C  2.5235  0.5216  -0.1610
C  1.5640  -0.1883  0.0043
C  0.4270  -1.0683  0.2134
O  -0.4076  -1.3202  -0.9152
C  -0.9607  -0.5774  0.1596
C  -1.2988  0.8655  -0.0932
H  3.3717  1.1548  -0.3104
H  0.6393  -1.9463  0.8246
H  -1.6878  -1.1386  0.7513
H  -0.4691  1.3771  -0.5858
H  -1.5229  1.3767  0.8494
H  -2.1786  0.9436  -0.7370

Entry from OMol25: an isolated molecule of C5H6O (ωB97M-V/def2-TZVPD).

Computed properties:
Energy relative to the best compared isomer or geometry (same formula, charge and spin) ... 38.7 kcal per mole
Charge ... 0
Gap between HOMO and LUMO ... 10.77 eV
SMILES string ... C#CC(=O)CC
Spin multiplicity ... 1

Element x y z (Å)
C  2.9779  -0.0109  0.8091
C  1.9325  -0.0990  0.2161
C  0.6522  -0.2031  -0.4929
O  0.6111  -0.5505  -1.6526
C  -0.5750  0.1502  0.3207
C  -1.8766  0.0180  -0.4577
H  3.9152  0.0611  1.3180
H  -0.5727  -0.4883  1.2138
H  -0.4342  1.1713  0.6992
H  -2.7301  0.2760  0.1770
H  -2.0160  -1.0033  -0.8219
H  -1.8842  0.6785  -1.3289

Entry from OMol25: an isolated molecule of C5H6O at a distorted geometry (ωB97M-V/def2-TZVPD).

Computed properties:
Energy relative to the best compared isomer or geometry (same formula, charge and spin) ... 87.8 kcal per mole
Charge ... 0
Gap between HOMO and LUMO ... 10.18 eV
SMILES string ... C#CCCC=O
Spin multiplicity ... 1

Element x y z (Å)
C  1.6283  -1.0117  -0.0180
C  1.2353  -0.0909  -0.7085
C  0.0790  0.7517  -0.9838
C  -0.4647  0.8542  0.4537
C  -0.8161  -0.6473  0.5942
O  -1.3985  -1.1839  -0.3332
H  2.2152  -1.5812  0.6584
H  -0.7634  -0.1122  -1.2817
H  0.1691  1.6268  -1.6415
H  0.2128  1.2151  1.2409
H  -1.4063  1.4089  0.5113
H  -0.6907  -1.2296  1.5082

Entry from OMol25: an isolated molecule of C5H6O (ωB97M-V/def2-TZVPD).

Computed properties:
Energy relative to the best compared isomer or geometry (same formula, charge and spin) ... 88.8 kcal per mole
Charge ... 0
Gap between HOMO and LUMO ... 10.35 eV
SMILES string ... CC#C[C@H]1CO1
Spin multiplicity ... 1

Element x y z (Å)
C  -0.0118  2.0376  0.1291
C  0.8919  0.9784  0.5332
C  1.2816  -0.1717  0.5222
C  0.6966  -1.2909  -0.2185
C  -0.6975  -1.6359  0.0860
O  -0.4013  -0.8638  -1.0593
H  0.4465  2.8490  -0.4359
H  -0.6290  1.4265  -0.5577
H  -0.6486  2.4194  0.9289
H  1.3394  -2.0160  -0.7049
H  -1.1790  -1.1068  0.9120
H  -1.0889  -2.6257  -0.1351

Entry from OMol25: C5H6O as an isolated structure at a distorted geometry (ωB97M-V/def2-TZVPD).

Computed properties:
Energy relative to the best compared isomer or geometry (same formula, charge and spin) ... 156.6 kcal per mole
Charge ... 0
Gap between HOMO and LUMO (spin up / spin down) ... 8.79 / 8.18 eV
Spin multiplicity ... 1

Element x y z (Å)
C  2.4688  -1.2702  -0.6649
C  1.4671  -0.7235  -0.2834
C  0.2844  -0.0189  0.1910
C  -1.0195  -0.7586  0.3002
O  -1.5790  -0.0591  -0.6709
C  -0.4860  0.7491  -0.8720
H  3.3528  -1.7620  -1.0060
H  0.4906  0.5384  1.1138
H  -1.6214  -1.1288  1.1248
H  -1.7003  1.6288  1.6647
H  -1.4606  1.9170  1.0145
H  -0.1968  0.8877  -1.9119